No. 1
{
  "formula": "C19H15ClN2O2",
  "method": "ωB97M-V/def2-TZVPD",
  "smiles": "O=C(Nc1ccc(OCc2ccccc2Cl)cc1)c1cccnc1",
  "orbital_gap_ev": 8.57,
  "multiplicity": 1,
  "charge": 0,
  "species": ["Cl", "O", "O", "N", "N", "C", "C", "C", "C", "C", "C", "C", "C", "C", "C", "C", "C", "C", "C", "C", "C", "C", "C", "C", "H", "H", "H", "H", "H", "H", "H", "H", "H", "H", "H", "H", "H", "H", "H"],
  "coordinates": [[-3.84715, 0.95679, 4.63793], [3.61399, -0.08300, -1.83766], [0.01129, -0.86349, 3.51863], [1.55929, 1.76410, -5.65435], [1.50539, 0.76472, -1.57830], [-3.68381, -0.46878, 3.66337], [2.71375, 2.19047, -6.13689], [-2.42990, -1.04196, 3.47493], [1.55004, -0.83631, 1.75793], [-4.70964, -2.15570, 2.31264], [2.65884, 0.53284, -2.26452], [3.91064, 2.09487, -5.44041], [3.88446, 1.55247, -4.16868], [-0.08222, 0.75257, 0.21001], [-2.34499, -2.19172, 2.70068], [1.53721, 1.24456, -4.44146], [-4.81896, -1.01552, 3.08926], [-1.19560, -0.44115, 4.10452], [2.66776, 1.13235, -3.63402], [1.96756, -0.45888, 0.50059], [0.31461, -0.42763, 2.26095], [1.15019, 0.34613, -0.28999], [-0.50335, 0.37202, 1.47084], [-3.47207, -2.74490, 2.12061], [4.83407, 2.43479, -5.88234], [0.81058, 1.34040, -2.03357], [-1.26578, 0.65507, 4.10021], [-0.72824, 1.37464, -0.39431], [-1.12782, -0.76964, 5.14829], [-3.38245, -3.63706, 1.52018], [0.56841, 0.87994, -4.12016], [4.78106, 1.44629, -3.57585], [2.92418, -0.77994, 0.12517], [-1.37825, -2.64981, 2.55601], [-1.47106, 0.69915, 1.81609], [-5.59322, -2.58143, 1.86256], [2.67306, 2.61781, -7.13000], [2.17553, -1.45711, 2.37933], [-5.77740, -0.54796, 3.25177]]
}

=====

No. 2
{
  "formula": "C19H15CoF5NOS4Te",
  "method": "ωB97M-V/def2-TZVPD",
  "orbital_gap_ev": [7.26, 4.57],
  "multiplicity": 5,
  "charge": 0,
  "species": ["Te", "Co", "S", "S", "S", "S", "F", "F", "F", "F", "F", "O", "N", "C", "C", "C", "C", "C", "C", "C", "C", "C", "C", "C", "C", "C", "C", "C", "C", "C", "C", "C", "H", "H", "H", "H", "H", "H", "H", "H", "H", "H", "H", "H", "H", "H", "H"],
  "coordinates": [[1.21241, 2.45301, 2.46079], [0.21809, 0.17481, -0.03723], [-0.03058, 1.31091, -2.22857], [-1.98191, 1.61750, 0.40800], [0.08332, -1.31319, 1.91897], [1.98390, -1.12419, -0.78741], [2.05063, 0.94599, 3.16767], [-0.43187, 1.74752, 3.02497], [2.84765, 3.27121, 2.15039], [1.33265, 3.15668, 4.17145], [0.32621, 4.03896, 2.01960], [1.09182, 1.79888, 0.78425], [-1.21379, -1.20903, -0.87775], [-0.94374, 5.22086, -2.06854], [1.60243, -2.21804, 1.74976], [-1.63404, 2.94054, -0.61011], [3.55980, -2.88932, 0.55933], [-2.12313, -3.35990, -2.32521], [3.93679, -3.68278, 1.62534], [2.38388, -2.12757, 0.59098], [-1.81560, 5.32898, -0.99409], [1.99214, -3.00319, 2.83229], [3.15756, -3.74446, 2.77590], [-1.54997, -1.05327, -2.15946], [-2.17090, 4.19999, -0.28321], [-1.81346, -3.50022, -0.98488], [-0.43738, 3.97843, -2.44402], [-1.35994, -2.39242, -0.28287], [-0.77215, 2.84441, -1.73172], [-1.10770, -2.48143, 1.20104], [-2.00222, -2.11610, -2.92364], [-1.48147, 0.33343, -2.75417], [-1.90777, -4.45446, -0.48500], [-2.45820, -4.21234, -2.90133], [-2.83496, 4.26579, 0.56771], [4.85611, -4.25187, 1.56459], [-2.05297, -2.28116, 1.71310], [3.45983, -4.35242, 3.61769], [-0.65778, 6.10219, -2.62696], [4.18179, -2.83438, -0.32459], [-2.24378, -1.97077, -3.96747], [-0.79979, -3.48904, 1.47589], [-1.47200, 0.26561, -3.84031], [0.22682, 3.89488, -3.29372], [-2.36991, 0.89468, -2.46092], [-2.20991, 6.29410, -0.70718], [1.37309, -3.01779, 3.72067]]
}

=====

No. 3
{
  "formula": "C19H15CrF2N5S",
  "method": "ωB97M-V/def2-TZVPD",
  "orbital_gap_ev": [8.09, 7.83],
  "multiplicity": 2,
  "charge": 1,
  "species": ["Cr", "S", "F", "F", "N", "N", "N", "N", "N", "C", "C", "C", "C", "C", "C", "C", "C", "C", "C", "C", "C", "C", "C", "C", "C", "C", "C", "C", "H", "H", "H", "H", "H", "H", "H", "H", "H", "H", "H", "H", "H", "H", "H"],
  "coordinates": [[-0.11364, -0.32565, -0.36502], [2.06180, -0.37124, -0.01940], [-1.68362, 4.77225, -0.79204], [-3.32597, 1.91581, 1.95278], [-0.25769, -0.51692, 1.59070], [-2.90762, 0.38993, -1.28573], [3.10640, -0.49427, 2.40954], [-1.06670, -2.09538, -0.48375], [0.83646, -0.53831, 2.45181], [-4.93497, 0.00018, 1.03354], [-1.94834, 3.53331, -0.37420], [-2.28033, -1.91451, 0.06510], [-2.50325, -0.60901, 0.93089], [-3.16180, 3.17484, 0.00702], [-3.25087, -2.88355, -0.10508], [-0.78878, 2.64114, -0.36875], [1.93454, -0.48912, 1.75576], [-0.75200, -3.20504, -1.15861], [-1.79270, -0.71002, 3.49004], [-3.92203, -0.73126, 1.46324], [-1.66629, -4.22564, -1.31763], [-2.36161, 0.74641, 0.06117], [-4.66834, 1.14204, 0.08813], [-3.37636, 1.80720, 0.55957], [-2.93343, -4.04553, -0.79541], [-4.15904, 0.62249, -1.24766], [-0.94956, 1.34963, -0.11379], [-1.44474, -0.61413, 2.04881], [0.18281, 3.07126, -0.57725], [-5.93409, -0.16434, 1.41496], [-5.51169, 1.82429, 0.00462], [-4.79364, 0.41582, -2.10433], [-3.68865, -4.81086, -0.92030], [-2.53230, -1.48890, 3.66916], [0.24956, -3.25611, -1.56503], [3.97764, -0.41996, 1.91844], [-4.24453, -2.74292, 0.28860], [-0.90201, -0.90640, 4.07733], [-2.23382, 0.23634, 3.81477], [3.10711, -0.53211, 3.41498], [-3.97685, 3.88571, 0.03915], [-4.10107, -1.51975, 2.18389], [-1.38822, -5.12363, -1.84982]]
}

=====

No. 4
{
  "formula": "C19H15F3N6O5S",
  "method": "ωB97M-V/def2-TZVPD",
  "smiles": "N#Cc1nnc(S[C@H]2O[C@H](CO)[C@H](O)[C@H](n3cc(-c4cc(F)c(F)c(F)c4)nn3)[C@@H]2O)cc1O",
  "orbital_gap_ev": 8.34,
  "multiplicity": 1,
  "charge": 0,
  "species": ["S", "F", "F", "F", "O", "O", "O", "O", "O", "N", "N", "N", "N", "N", "N", "C", "C", "C", "C", "C", "C", "C", "C", "C", "C", "C", "C", "C", "C", "C", "C", "C", "C", "C", "H", "H", "H", "H", "H", "H", "H", "H", "H", "H", "H", "H", "H", "H", "H"],
  "coordinates": [[4.09228, 0.64750, -0.26488], [-6.99341, 2.72158, 2.25846], [-7.32617, -0.04940, -1.63046], [-8.58469, 1.45101, 0.33511], [-0.53948, -1.59034, 1.20747], [1.17351, 2.79933, -1.26372], [5.26185, -4.31080, -0.60923], [-0.08846, 0.63766, 2.82824], [1.67623, -0.38727, -0.07741], [4.30316, -1.93868, -3.21258], [4.17753, -0.86574, -2.47273], [-0.94908, 0.68678, -0.76820], [4.99594, -5.15779, -4.23056], [-0.72620, 1.54857, 0.25736], [-2.20676, 0.56049, -0.95548], [0.79743, -1.69720, 1.75026], [1.71042, 2.05766, -0.15653], [-5.18089, 0.61608, -0.82514], [-1.97540, 1.98790, 0.71927], [1.03077, 0.88113, 1.93100], [4.76738, -2.03957, -0.47278], [-2.89963, 1.33042, -0.02781], [4.80414, -4.23838, -3.50658], [2.30009, 0.73460, -0.69634], [-7.22138, 1.35059, 0.26213], [-4.34139, 1.31855, 0.10762], [1.63891, -0.44213, 1.36468], [-6.57413, 0.61392, -0.71361], [-6.42408, 2.03861, 1.21853], [4.91374, -3.15714, -1.26096], [0.61685, 1.91803, 0.87069], [4.40503, -0.86225, -1.13029], [4.68925, -3.09319, -2.63064], [-5.02113, 2.04885, 1.12474], [0.30075, 2.43983, -1.55054], [1.28958, -2.58524, 1.36108], [-4.74292, 0.06936, -1.66753], [2.12519, 0.69464, -1.79314], [4.95056, -2.08809, 0.62256], [5.49425, -5.03261, -1.23264], [1.80772, 1.34098, 2.53095], [0.45351, 2.84235, 1.34402], [-4.50117, 2.66142, 1.83061], [-0.60092, -0.11550, 2.44184], [2.63552, -0.55067, 1.76031], [0.70667, -1.82723, 2.83797], [-0.56142, -1.23183, 0.30776], [-2.17311, 2.65888, 1.54728], [2.51357, 2.60431, 0.32982]]
}

=====

No. 5
{
  "formula": "C19H15F6N4O4PtS2",
  "method": "ωB97M-V/def2-TZVPD",
  "orbital_gap_ev": 7.44,
  "multiplicity": 1,
  "charge": 1,
  "species": ["Pt", "S", "S", "F", "F", "F", "F", "F", "F", "O", "O", "O", "O", "N", "N", "N", "N", "C", "C", "C", "C", "C", "C", "C", "C", "C", "C", "C", "C", "C", "C", "C", "C", "C", "C", "C", "H", "H", "H", "H", "H", "H", "H", "H", "H", "H", "H", "H", "H", "H", "H"],
  "coordinates": [[-0.08725, -0.08714, 0.62499], [1.15903, -2.35046, -1.54422], [3.16287, -0.32858, -1.45153], [0.11944, -1.78507, -3.87626], [3.09498, -0.84659, -4.10962], [-1.03064, -0.91192, -2.26331], [4.93013, 0.00673, -3.36156], [-1.17179, -3.02389, -2.67887], [4.45036, -2.06526, -2.94076], [3.05240, 1.13184, -1.55041], [1.47909, -1.35906, 0.84619], [1.87161, -3.42624, -2.15998], [1.38954, -2.56055, 0.04657], [-1.56259, 1.02722, -0.00339], [0.87339, 1.75020, 0.54601], [-1.60503, -1.48017, 0.70695], [1.63813, -0.91408, -1.80737], [-2.70553, -1.04005, 0.02302], [1.91384, 4.23236, -0.10826], [-2.62346, -3.61437, 0.87909], [2.66661, 3.30290, 0.55637], [-0.35814, -1.96800, -2.68054], [2.94376, 1.11297, 1.70980], [-3.74258, 1.12621, -0.86794], [-0.53231, -3.15821, 2.16559], [-2.30575, 3.06516, -0.89662], [3.94256, -0.83981, -3.08916], [-3.73376, -1.88243, -0.31826], [-1.59444, -2.72626, 1.20735], [-3.53364, 2.47240, -1.14135], [2.12287, 2.05841, 0.89789], [0.09539, 2.69903, -0.06153], [-1.30021, 2.29611, -0.33004], [0.58327, 3.93311, -0.40000], [-3.67015, -3.21236, 0.08570], [-2.70775, 0.40176, -0.30653], [3.69761, 3.49774, 0.81576], [2.33556, 5.18657, -0.39178], [-4.44883, -3.90869, -0.19389], [-4.68996, 0.66077, -1.09468], [-2.57101, -4.62265, 1.26605], [2.43705, 0.17815, 1.92034], [0.07561, -3.95432, 1.73770], [0.12331, -2.34112, 2.44363], [3.88063, 0.89599, 1.19628], [-4.33455, 3.05859, -1.57065], [-1.02194, -3.55199, 3.05715], [-0.05157, 4.66024, -0.88360], [-4.57317, -1.51486, -0.88948], [3.18871, 1.59740, 2.65667], [-2.13722, 4.10135, -1.14775]]
}

=====

No. 6
{
  "formula": "C19H15N3O5",
  "method": "ωB97M-V/def2-TZVPD",
  "smiles": "Cc1cc(C(=O)OCC(=O)Nc2ccccc2[N+](=O)[O-])c2ccccc2n1",
  "orbital_gap_ev": 7.83,
  "multiplicity": 1,
  "charge": 0,
  "species": ["O", "O", "O", "O", "O", "N", "N", "N", "C", "C", "C", "C", "C", "C", "C", "C", "C", "C", "C", "C", "C", "C", "C", "C", "C", "C", "C", "H", "H", "H", "H", "H", "H", "H", "H", "H", "H", "H", "H", "H", "H", "H"],
  "coordinates": [[2.80956, 3.01388, 0.77902], [2.07295, -3.17992, -0.30862], [-0.53801, 2.15870, -0.34998], [1.35382, -1.63426, 0.98239], [-0.20684, 1.36297, 1.71694], [2.19730, 0.80424, 0.68808], [-3.72667, -1.75977, 0.28011], [2.11578, -2.04347, 0.10975], [-0.83790, 1.37926, 0.51823], [5.01326, -0.95474, -1.87414], [-5.13874, -0.50473, -1.13716], [-1.87416, 0.32425, 0.44079], [3.13192, 0.22818, -0.14509], [-3.04484, 0.48897, -0.35362], [-2.64578, -1.88980, 1.00024], [5.05846, 0.40829, -1.59805], [-3.36380, 1.65173, -1.07975], [3.08913, -1.15572, -0.43236], [-1.68978, -0.85601, 1.12061], [-4.52324, 1.71956, -1.80424], [2.05118, 2.11444, 1.04177], [0.79851, 2.34462, 1.89234], [4.13754, 0.98804, -0.75327], [4.03242, -1.72356, -1.29577], [-5.41596, 0.63793, -1.83372], [-2.42445, -3.18624, 1.70786], [-3.95265, -0.60879, -0.38168], [0.41460, 3.34065, 1.64684], [-3.21590, -3.88446, 1.45373], [3.96677, -2.78361, -1.48857], [5.82255, 1.02358, -2.04748], [1.51392, 0.14350, 1.06903], [5.73749, -1.40510, -2.53355], [1.07176, 2.30954, 2.94992], [-4.75791, 2.61508, -2.36035], [-0.80697, -1.02189, 1.71664], [-1.46102, -3.60457, 1.42258], [-2.41497, -3.02764, 2.78508], [4.17546, 2.04434, -0.54576], [-2.67915, 2.48467, -1.06768], [-5.80782, -1.35068, -1.13882], [-6.32532, 0.71690, -2.41122]]
}